# 1
This record from the Open Molecules 2025 dataset describes a molecular structure, C17H11F11N3Re. The level of theory is the ωB97M-V functional and the def2-TZVPD basis.

Calculated values
HOMO-LUMO gap (spin up / spin down)   0.293 / 0.273 hartree
Net charge   +1
Largest force on an atom   0.7 eV/Å
HOMO level (spin up / spin down)   -11.867 / -11.921 eV
M   652.481 g/mol
2S+1   2
⟨S²⟩   0.755

Geometry (Å):
Re -1.180 -0.911 0.182
C -2.076 -2.092 2.800
N -1.160 -1.039 2.255
C -1.677 0.285 2.733
C -1.205 1.421 1.869
N -1.255 0.939 0.477
C -1.146 1.847 -0.612
C -1.231 1.335 -1.896
F -1.394 -0.022 -2.030
C -1.152 2.087 -3.044
F -1.247 1.514 -4.231
C -0.961 3.452 -2.922
F -0.879 4.211 -3.999
C -0.847 4.008 -1.661
F -0.647 5.307 -1.531
C -0.927 3.216 -0.526
F -0.773 3.825 0.653
C 0.237 -1.389 2.677
C 1.282 -0.909 1.695
N 0.744 -1.113 0.337
C 1.655 -1.292 -0.740
C 1.216 -1.935 -1.883
F -0.070 -2.344 -1.900
C 2.011 -2.183 -2.981
F 1.523 -2.812 -4.037
C 3.328 -1.758 -2.953
F 4.117 -1.968 -3.992
C 3.802 -1.096 -1.836
F 5.052 -0.660 -1.808
C 2.973 -0.860 -0.752
F 3.482 -0.166 0.274
H -2.020 -2.079 3.890
H -3.092 -1.889 2.476
H -1.765 -3.064 2.428
H -2.760 0.214 2.644
H -1.429 0.422 3.787
H -1.866 2.271 2.024
H -0.196 1.751 2.119
H 0.406 -1.027 3.693
H 0.271 -2.477 2.694
H 1.553 0.138 1.839
H 2.183 -1.500 1.853
F -2.878 -1.661 -0.065

Population analysis type Löwdin, resulting atomic charges in e: number 1, Re, carries 1.696; number 2, C, carries -0.043; number 3, N, carries -0.345; number 4, C, carries -0.144; number 5, C, carries -0.166; number 6, N, carries -0.166; number 7, C, carries -0.118; number 8, C, carries -0.116; number 9, F, carries 0.028; number 10, C, carries -0.135; number 11, F, carries 0.165; number 12, C, carries -0.126; number 13, F, carries 0.169; number 14, C, carries -0.128; number 15, F, carries 0.164; number 16, C, carries -0.129; number 17, F, carries 0.118; number 18, C, carries -0.136; number 19, C, carries -0.181; number 20, N, carries -0.174; number 21, C, carries -0.139; number 22, C, carries -0.154; number 23, F, carries 0.057; number 24, C, carries -0.135; number 25, F, carries 0.159; number 26, C, carries -0.129; number 27, F, carries 0.162; number 28, C, carries -0.133; number 29, F, carries 0.156; number 30, C, carries -0.138; number 31, F, carries 0.113; number 32, H, carries 0.113; number 33, H, carries 0.091; number 34, H, carries 0.101; number 35, H, carries 0.132; number 36, H, carries 0.143; number 37, H, carries 0.135; number 38, H, carries 0.126; number 39, H, carries 0.143; number 40, H, carries 0.127; number 41, H, carries 0.119; number 42, H, carries 0.136; number 43, F, carries -0.413

# 2
This record from the Open Molecules 2025 dataset describes 8 unconnected molecules or ions with the total composition C45H119N7O15. The level of theory is the ωB97M-V functional and the def2-TZVPD basis.

Calculated values
HOMO-LUMO gap   0.159 hartree
Net charge   +6
Largest force on an atom   4.2 eV/Å
HOMO level   -14.247 eV
M   998.481 g/mol

Geometry (Å):
C 2.170 0.917 2.310
C 1.473 -0.197 1.458
C 0.102 0.214 0.955
O 2.212 -0.818 0.431
H 1.500 1.188 3.126
H 2.261 1.849 1.753
H 3.090 0.664 2.837
H 1.299 -0.935 2.241
H 0.208 0.878 0.097
H -0.543 0.677 1.702
H -0.376 -0.687 0.571
C -1.264 -1.649 6.468
O -2.112 -0.669 6.964
C -3.481 -1.222 7.071
C -3.488 -2.110 8.404
N -2.530 -1.692 9.456
H -1.845 -1.006 9.172
H -2.991 -1.038 10.072
C -2.099 -2.803 10.432
C -0.913 -3.568 9.870
O -0.942 -3.991 8.532
C -0.084 -5.108 8.102
H -0.526 -0.916 6.142
H -1.652 -2.167 5.591
H -0.750 -2.267 7.204
H -3.593 -1.715 6.105
H -4.212 -0.414 7.093
H -3.257 -3.144 8.148
H -4.471 -2.302 8.836
H -2.960 -3.418 10.695
H -1.748 -2.145 11.227
H -0.674 -4.440 10.480
H -0.036 -2.934 10.000
H 0.782 -5.159 8.761
H 0.162 -5.063 7.041
H -0.604 -6.019 8.398
C -1.954 -2.459 -4.417
O -2.208 -1.736 -5.651
C -2.164 -0.311 -5.498
C -2.447 0.429 -6.806
N -3.628 -0.192 -7.566
H -3.603 -1.172 -7.323
H -4.378 0.258 -7.062
C -3.626 0.343 -9.008
C -4.841 -0.083 -9.884
O -4.746 -1.147 -10.814
C -4.410 -2.418 -10.398
H -2.825 -2.377 -3.768
H -1.092 -2.197 -3.804
H -1.895 -3.542 -4.532
H -1.209 0.048 -5.113
H -2.924 0.011 -4.786
H -1.583 0.533 -7.462
H -2.593 1.448 -6.449
H -2.705 -0.047 -9.441
H -3.569 1.426 -8.903
H -5.300 0.749 -10.416
H -5.609 -0.331 -9.152
H -4.709 -2.551 -9.358
H -3.367 -2.733 -10.401
H -4.903 -3.211 -10.960
C 8.920 -6.329 1.930
O 7.703 -5.620 1.605
C 6.588 -6.388 1.840
C 5.417 -5.502 1.583
N 5.396 -4.163 2.297
H 6.344 -3.815 2.266
H 4.874 -3.616 1.628
C 4.995 -4.163 3.794
C 6.357 -4.208 4.583
O 7.404 -3.487 3.858
C 8.693 -3.801 4.312
H 9.292 -6.918 1.092
H 8.833 -7.023 2.765
H 9.680 -5.638 2.296
H 6.601 -6.631 2.903
H 6.507 -7.333 1.304
H 4.541 -6.110 1.808
H 5.308 -5.289 0.519
H 4.354 -5.026 3.973
H 4.531 -3.202 4.018
H 6.609 -5.267 4.633
H 6.239 -3.861 5.610
H 8.788 -4.868 4.515
H 8.874 -3.103 5.129
H 9.253 -3.551 3.411
C 7.432 -1.348 -6.220
O 6.277 -0.884 -5.501
C 5.340 -1.883 -5.162
C 4.472 -1.640 -3.922
N 3.947 -0.210 -3.919
H 3.249 -0.237 -3.189
H 4.648 0.359 -3.467
C 3.456 0.349 -5.278
C 3.349 1.890 -5.155
O 3.030 2.319 -3.832
C 3.008 3.721 -3.593
H 7.036 -1.936 -7.049
H 8.008 -2.041 -5.608
H 8.142 -0.627 -6.627
H 5.755 -2.874 -4.979
H 4.711 -2.015 -6.042
H 5.084 -1.731 -3.024
H 3.611 -2.308 -3.881
H 2.541 -0.236 -5.371
H 4.123 0.164 -6.119
H 2.613 2.345 -5.818
H 4.313 2.371 -5.319
H 3.899 4.182 -4.020
H 3.036 3.751 -2.504
H 2.021 4.149 -3.764
C 5.862 2.295 6.004
O 6.841 2.628 5.017
C 7.739 1.563 4.625
C 8.837 2.326 3.738
N 8.246 3.195 2.542
H 7.898 4.076 2.892
H 9.049 3.343 1.948
C 7.084 2.652 1.713
C 7.454 2.103 0.324
O 7.702 0.653 0.450
C 9.003 0.129 0.047
H 6.203 1.634 6.801
H 5.093 1.712 5.497
H 5.217 3.046 6.461
H 7.200 0.807 4.053
H 8.290 1.098 5.443
H 9.581 1.643 3.328
H 9.416 2.951 4.419
H 6.312 3.421 1.687
H 6.570 1.851 2.244
H 8.411 2.514 0.001
H 6.835 2.417 -0.516
H 9.930 0.607 0.363
H 9.121 0.035 -1.032
H 9.155 -0.830 0.543
C -10.794 -1.126 -6.830
O -10.474 -0.480 -5.551
C -10.236 -1.471 -4.615
C -9.235 -1.181 -3.526
N -9.615 0.126 -2.896
H -8.865 0.779 -3.075
H -10.445 0.432 -3.384
C -9.966 0.012 -1.407
C -8.783 -0.299 -0.529
O -7.547 0.043 -1.049
C -6.479 -0.155 -0.136
H -10.958 -0.232 -7.430
H -11.657 -1.793 -6.847
H -9.889 -1.681 -7.078
H -9.699 -2.282 -5.107
H -11.230 -1.698 -4.229
H -8.255 -0.950 -3.943
H -9.098 -1.950 -2.766
H -10.821 -0.664 -1.408
H -10.515 0.900 -1.095
H -8.814 -1.359 -0.277
H -8.910 0.242 0.409
H -6.388 -1.126 0.351
H -6.443 0.581 0.667
H -5.643 -0.049 -0.827
C -7.799 9.532 0.320
O -7.105 8.560 0.999
C -7.612 7.259 0.953
C -7.086 6.357 -0.281
N -5.582 6.467 -0.343
H -5.247 6.703 -1.266
H -5.380 7.337 0.128
C -4.748 5.289 0.274
C -3.265 5.450 0.100
O -2.824 6.455 1.066
C -1.553 6.486 1.599
H -8.623 9.946 0.901
H -8.302 9.126 -0.558
H -7.206 10.420 0.103
H -8.672 7.347 0.714
H -7.546 6.778 1.928
H -7.506 6.806 -1.182
H -7.306 5.300 -0.132
H -5.147 4.383 -0.182
H -5.231 5.391 1.246
H -3.105 5.851 -0.901
H -2.634 4.572 0.237
H -1.636 5.657 2.301
H -1.404 7.473 2.037
H -0.790 6.319 0.839

Atomic partial charges in e from the Löwdin method, atoms 1 to 99: number 1, C, carries -0.103; number 2, C, carries -0.698; number 3, C, carries -0.125; number 4, O, carries -0.415; number 5, H, carries 0.047; number 6, H, carries 0.050; number 7, H, carries 0.042; number 8, H, carries 0.082; number 9, H, carries 0.051; number 10, H, carries 0.052; number 11, H, carries 0.056; number 12, C, carries -0.125; number 13, O, carries -0.218; number 14, C, carries -0.094; number 15, C, carries -0.077; number 16, N, carries 0.062; number 17, H, carries 0.171; number 18, H, carries 0.173; number 19, C, carries -0.029; number 20, C, carries -0.215; number 21, O, carries -0.249; number 22, C, carries -0.021; number 23, H, carries 0.102; number 24, H, carries 0.103; number 25, H, carries 0.074; number 26, H, carries 0.116; number 27, H, carries 0.121; number 28, H, carries 0.121; number 29, H, carries 0.139; number 30, H, carries 0.150; number 31, H, carries 0.145; number 32, H, carries 0.140; number 33, H, carries 0.131; number 34, H, carries 0.089; number 35, H, carries 0.093; number 36, H, carries 0.095; number 37, C, carries -0.065; number 38, O, carries -0.185; number 39, C, carries -0.206; number 40, C, carries -0.097; number 41, N, carries 0.088; number 42, H, carries 0.158; number 43, H, carries 0.167; number 44, C, carries -0.050; number 45, C, carries -0.173; number 46, O, carries -0.139; number 47, C, carries -0.115; number 48, H, carries 0.084; number 49, H, carries 0.092; number 50, H, carries 0.098; number 51, H, carries 0.132; number 52, H, carries 0.123; number 53, H, carries 0.136; number 54, H, carries 0.137; number 55, H, carries 0.143; number 56, H, carries 0.139; number 57, H, carries 0.144; number 58, H, carries 0.116; number 59, H, carries 0.075; number 60, H, carries 0.092; number 61, H, carries 0.108; number 62, C, carries -0.053; number 63, O, carries -0.176; number 64, C, carries -0.249; number 65, C, carries -0.093; number 66, N, carries 0.090; number 67, H, carries 0.129; number 68, H, carries 0.171; number 69, C, carries -0.016; number 70, C, carries -0.145; number 71, O, carries -0.235; number 72, C, carries -0.076; number 73, H, carries 0.103; number 74, H, carries 0.097; number 75, H, carries 0.082; number 76, H, carries 0.121; number 77, H, carries 0.153; number 78, H, carries 0.140; number 79, H, carries 0.140; number 80, H, carries 0.134; number 81, H, carries 0.129; number 82, H, carries 0.110; number 83, H, carries 0.135; number 84, H, carries 0.098; number 85, H, carries 0.103; number 86, H, carries 0.097; number 87, C, carries -0.052; number 88, O, carries -0.198; number 89, C, carries -0.235; number 90, C, carries -0.059; number 91, N, carries 0.075; number 92, H, carries 0.163; number 93, H, carries 0.166; number 94, C, carries -0.035; number 95, C, carries -0.172; number 96, O, carries -0.236; number 97, C, carries -0.072; number 98, H, carries 0.095; number 99, H, carries 0.093

# 3
This record from the Open Molecules 2025 dataset describes a molecular structure, C5H3AlO6. The level of theory is the ωB97M-V functional and the def2-TZVPD basis.

Calculated values
HOMO-LUMO gap (spin up / spin down)   0.215 / 0.215 hartree
Net charge   +2
Largest force on an atom   7.4 eV/Å
HOMO level (spin up / spin down)   -16.711 / -16.710 eV
M   186.055 g/mol

Geometry (Å):
O 0.068 1.879 -3.990
C -0.061 1.273 -3.016
Al -0.019 0.255 -0.544
C -0.154 0.636 1.541
O -0.152 0.891 2.669
C -0.012 -1.933 -0.365
O -0.011 -3.081 -0.200
C 2.071 0.335 -0.483
O 3.229 0.292 -0.413
C -2.166 0.147 -0.513
O -3.316 0.148 -0.407
H -0.131 -0.310 -2.280
O 1.546 -1.247 1.667
H 1.138 -1.808 2.357
H 2.266 -0.843 2.168

Population analysis type Löwdin, resulting atomic charges in e: number 1, O, carries 0.169; number 2, C, carries -0.030; number 3, Al, carries 0.239; number 4, C, carries 0.113; number 5, O, carries 0.286; number 6, C, carries 0.034; number 7, O, carries 0.243; number 8, C, carries 0.116; number 9, O, carries 0.292; number 10, C, carries 0.101; number 11, O, carries 0.284; number 12, H, carries 0.019; number 13, O, carries -0.080; number 14, H, carries 0.115; number 15, H, carries 0.099

In order of appearance, total energy = -1995.17842; -3295.11903; -885.38661 hartree.